ORCA calculation (ωB97M-V with the def2-TZVPD basis set) on 4 unconnected molecules or ions with the total composition C21H22N4O7.

CARTESIAN COORDINATES (ANGSTROEM)
O: 2.59565 -34.71751 9.75171
N: 3.10863 -34.21354 10.76252
O: 4.30688 -34.19364 10.95182
C: 2.24799 -33.76036 11.80919
C: 0.82951 -33.61794 11.69049
C: 0.12138 -33.11142 12.68453
C: 0.73874 -32.71555 13.86282
C: 2.05609 -32.89308 14.08286
C: 2.86027 -33.31952 12.95941
H: 0.28535 -33.92674 10.81019
H: -0.95341 -33.00683 12.66757
H: 0.00467 -32.43347 14.60309
H: 2.56271 -32.57206 14.98101
H: 3.93278 -33.43118 13.01975
O: -2.63643 -33.49604 14.01523
N: -3.67143 -33.26555 13.34326
O: -3.72316 -33.07253 12.16469
C: -5.00597 -33.18417 14.07008
C: -5.05415 -33.05214 15.49415
C: -6.26486 -33.10221 16.09573
C: -7.48220 -33.22359 15.36027
C: -7.46790 -33.11946 13.99637
C: -6.22016 -33.14833 13.32729
H: -4.10764 -33.15464 16.00405
H: -6.35732 -33.10557 17.17176
H: -8.43050 -33.25066 15.87642
H: -8.39197 -33.20617 13.44413
H: -6.34288 -33.35396 12.27416
O: -0.61866 -25.96274 17.77055
N: 0.48684 -25.54121 17.51677
O: 1.13096 -25.77272 16.49516
C: 1.12615 -24.58943 18.45177
C: 0.35460 -23.95743 19.37743
C: 0.88099 -23.16548 20.38310
C: 2.24768 -23.03770 20.40943
C: 3.12897 -23.58713 19.38140
C: 2.52983 -24.39286 18.39044
H: -0.71649 -24.07160 19.45561
H: 0.21770 -22.81336 21.15928
H: 2.65466 -22.33554 21.12200
H: 4.18081 -23.36091 19.47546
H: 3.11958 -25.04371 17.76195
C: -2.74368 -27.75418 14.61345
N: -2.36357 -29.15315 15.02163
C: -2.74566 -30.18226 14.16033
C: -1.49170 -29.42264 16.08820
O: -0.90238 -30.46270 16.39692
H: -3.76472 -27.52984 14.92210
H: -2.43031 -27.58780 13.58281
H: -2.25934 -27.05508 15.29520
H: -2.43221 -30.09739 13.11983
H: -2.28605 -31.15410 14.34031
H: -3.83413 -30.23952 14.16752
H: -1.33728 -28.46898 16.61629

SMILES: O=[N+]([O-])c1ccccc1.O=[N+]([O-])c1ccccc1.O=[N+]([O-])c1ccccc1.CN(C)C=O
DFT total energy in a.u.: -1558.7811
Frontier orbital gap in eV: 8.4
ΔE to the lowest compared entry with this formula, charge and spin in eV: 8.562
E_HOMO in eV: -9.233
2S+1: 1

ORCA calculation (ωB97M-V with the def2-TZVPD basis set) on a molecular structure, C21H23BrGeI2N2NiO.

CARTESIAN COORDINATES (ANGSTROEM)
Ni: -0.71138 0.21387 0.14521
Br: 3.36638 1.61906 6.09678
C: 2.08149 1.22558 4.75719
C: 0.78832 0.81539 5.13949
C: -0.14935 0.52600 4.19242
C: 0.13145 0.62475 2.79782
O: -0.81781 0.36627 1.97230
C: 1.45390 1.03237 2.43419
C: 1.87930 1.14331 1.08105
N: 1.14508 0.85487 0.05853
C: 1.61468 0.92292 -1.26093
C: 2.89201 1.16478 -1.69373
C: 3.17800 1.21646 -3.07523
C: 2.19953 1.03767 -4.00926
C: 0.87208 0.77331 -3.59550
C: -0.21518 0.60141 -4.48161
C: -1.46050 0.37485 -3.97754
C: -1.63499 0.26608 -2.58381
N: -0.64158 0.38886 -1.73484
C: 0.60114 0.68699 -2.22262
C: 2.40452 1.33267 3.44155
H: 0.54656 0.73291 6.19087
H: -1.14716 0.21318 4.47004
H: 2.90502 1.48769 0.93081
H: 3.69518 1.32103 -0.98637
H: 4.19393 1.41215 -3.39155
H: 2.42433 1.09489 -5.06649
H: -0.04986 0.66584 -5.55012
H: -2.31809 0.25944 -4.62476
H: -2.60730 0.06393 -2.16108
H: 3.39893 1.64408 3.14489
I: -3.68651 2.23755 0.41124
C: -2.73593 4.11870 0.29781
I: -0.61687 3.98862 0.23809
H: -2.99885 4.68610 1.18028
H: -3.05855 4.61935 -0.60467
C: -2.23223 -4.28795 0.19170
Ge: -1.12010 -2.66788 0.13443
C: -0.05919 -2.76243 -1.52344
C: 0.10990 -2.70861 1.65958
C: -2.16565 -1.02756 0.17370
H: -1.58978 -5.17103 0.19600
H: -2.88359 -4.33935 -0.68205
H: -2.85669 -4.31047 1.08496
H: 0.36504 -3.76080 -1.64230
H: 0.76326 -2.04342 -1.51815
H: -0.68922 -2.55685 -2.39231
H: 0.60701 -3.67555 1.74885
H: -0.43701 -2.51231 2.58291
H: 0.87318 -1.93449 1.55106
H: -2.71404 -0.97048 1.11659
H: -2.89279 -1.00377 -0.64197

DFT total energy in a.u.: -7753.4227
Frontier orbital gap in eV: 6.7
ΔE to the lowest compared entry with this formula, charge and spin in eV: 0.241
E_HOMO in eV: -7.593
2S+1: 1

ORCA calculation (ωB97M-V with the def2-TZVPD basis set) on C21H23ClN4O4S in the gas phase.

CARTESIAN COORDINATES (ANGSTROEM)
C: -0.13018 3.32296 1.70943
C: 0.20114 2.34343 0.59015
C: 1.69430 2.02837 0.53643
C: 1.97924 0.95861 -0.52063
N: 3.35045 0.49676 -0.58548
C: 4.34716 1.38544 -1.14949
C: 4.30204 1.38329 -2.67446
S: 3.85843 -0.45584 0.68838
O: 3.69550 0.17203 1.97268
O: 5.16860 -0.93541 0.35754
C: 2.67097 -1.79374 0.56387
C: 2.60125 -2.51556 -0.61064
C: 1.59618 -3.45384 -0.76874
C: 0.66896 -3.64372 0.24918
C: -0.49019 -4.55307 0.03918
O: -0.45047 -5.74928 -0.07625
N: -1.71118 -3.89154 -0.00298
C: -1.91769 -2.54858 -0.06362
N: -1.05514 -1.58653 -0.19323
N: -1.75936 -0.44275 -0.20289
C: -3.01697 -0.74585 -0.08536
C: -4.10065 0.20738 -0.04788
C: -3.76171 1.56428 -0.10073
C: -4.73757 2.53680 -0.06626
C: -6.07430 2.17393 0.02058
C: -6.42886 0.83869 0.07194
C: -5.45050 -0.14384 0.03846
Cl: -5.94933 -1.79290 0.10196
O: -3.18530 -2.09474 0.00594
C: 0.79327 -2.96108 1.45563
C: 1.80140 -2.02897 1.61089
H: 0.17070 2.91358 2.67064
H: -1.19887 3.52521 1.74118
H: 0.39374 4.26516 1.56263
H: -0.35284 1.41383 0.73469
H: -0.11107 2.76600 -0.36858
H: 2.25171 2.93959 0.30777
H: 2.03557 1.66223 1.50499
H: 1.35414 0.08496 -0.31920
H: 1.70952 1.33383 -1.51167
H: 5.31166 1.00213 -0.81353
H: 4.22891 2.40686 -0.76800
H: 4.41277 0.36892 -3.04670
H: 5.11425 1.99151 -3.06345
H: 3.36134 1.78781 -3.03939
H: 3.32033 -2.31813 -1.38890
H: 1.50588 -4.01666 -1.68500
H: -2.54002 -4.47305 -0.06633
H: -2.71591 1.81643 -0.16772
H: -4.46049 3.57854 -0.10673
H: -6.84337 2.93031 0.04827
H: -7.46520 0.54705 0.13835
H: 0.09317 -3.14614 2.25645
H: 1.91460 -1.45473 2.51666

SMILES: CCCCN(CC)S(=O)(=O)c1ccc(C(=O)Nc2nnc(-c3ccccc3Cl)o2)cc1
DFT total energy in a.u.: -2192.3852
Frontier orbital gap in eV: 8.9
ΔE to the lowest compared entry with this formula, charge and spin in eV: 1.825
E_HOMO in eV: -8.966
2S+1: 1

ORCA calculation (ωB97M-V with the def2-TZVPD basis set) on a molecular structure, C21H23F19InO5.

CARTESIAN COORDINATES (ANGSTROEM)
C: 2.16882 -0.99084 -2.57419
C: 1.11434 -0.67687 -3.08518
In: -0.88968 -0.39912 -3.97224
C: -0.86675 -1.50479 -5.91197
C: -0.11414 -2.72860 -5.66402
C: -0.64769 -4.01023 -5.73706
C: -1.28739 1.79209 -4.06582
C: -0.94369 2.53702 -5.34380
O: -1.18089 1.75219 -6.54286
C: -0.32025 2.03452 -7.55888
C: 1.10056 1.55442 -7.39907
O: -0.69543 2.62837 -8.53611
C: -2.37158 -1.21366 -2.50790
O: -2.52111 -2.67418 -2.47327
C: -3.47883 -3.16519 -3.23496
F: -4.70596 -3.09192 -2.64054
F: -3.24513 -4.46238 -3.46048
F: -3.62663 -2.55883 -4.42202
H: 3.07365 -1.43543 -2.23444
H: -1.85658 -1.70129 -6.32761
H: -0.32555 -0.86575 -6.62574
H: 0.94222 -2.60083 -5.40854
H: -0.70113 -4.66572 -4.87139
H: -1.02052 -4.41395 -6.67449
H: -0.71752 2.27394 -3.26714
H: -2.34355 1.96304 -3.83730
H: 0.10784 2.82674 -5.29814
H: -1.54846 3.44187 -5.45395
H: 1.63480 1.80652 -8.31004
H: 1.56846 2.07023 -6.56102
H: 1.13596 0.48876 -7.18845
H: -3.35142 -0.73734 -2.58788
H: -1.99521 -0.94432 -1.52108
C: 5.08553 0.04233 2.83101
C: 4.80564 -0.44744 1.40135
C: 4.73298 0.60012 0.28633
F: 3.72936 1.47153 0.49447
F: 4.51079 -0.03193 -0.88415
F: 3.69877 -1.21223 1.39391
F: 5.86088 -1.25553 1.07211
O: 3.98449 0.17663 3.70929
C: 3.24406 1.32883 3.78001
C: 1.78804 1.09550 3.35728
F: 1.74118 0.65004 2.08893
F: 1.12123 2.27294 3.42148
F: 3.80888 2.33257 3.08155
F: 3.23647 1.71329 5.07893
H: 5.67756 -0.75490 3.27832
H: 5.71952 0.92976 2.83531
H: 5.67659 1.14977 0.21210
H: 1.30236 0.37137 4.00352
C: -2.35895 -0.86425 7.32815
C: -1.06348 -0.65790 6.52922
C: -0.15474 0.50882 6.92343
F: -0.77007 1.69413 6.76881
F: 0.92944 0.49332 6.10878
F: -1.34343 -0.59185 5.21250
F: -0.31259 -1.78152 6.72926
O: -3.56029 -0.37840 6.76171
C: -3.98688 0.90904 6.95508
C: -4.06061 1.68980 5.63714
F: -2.85176 1.74100 5.05166
F: -4.46189 2.95394 5.90389
F: -3.24405 1.55430 7.87450
F: -5.24838 0.84212 7.44198
H: -2.49749 -1.94422 7.34650
H: -2.24401 -0.55561 8.36786
H: 0.18484 0.41007 7.95777
H: -4.77155 1.21612 4.95762

DFT total energy in a.u.: -3277.6628
Charge: -1
Frontier orbital gap in eV: 5.3
E_HOMO in eV: -3.598
2S+1: 1

ORCA calculation (ωB97M-V with the def2-TZVPD basis set) on a molecular structure, C21H23F2N8O3S2V.

CARTESIAN COORDINATES (ANGSTROEM)
V: 0.76375 -0.39973 0.97870
N: -1.47432 1.45391 2.02578
C: -1.45379 0.90466 3.37896
C: -0.03506 0.59543 3.84594
O: 0.29914 1.07996 4.93280
N: 0.74015 -0.18141 3.04796
C: 2.11748 -0.33346 3.55661
C: 3.15075 -0.03690 2.47289
O: 4.31242 0.16294 2.78035
O: 2.66756 -0.01929 1.26245
H: -2.41152 1.70068 1.74055
H: -0.89411 2.27938 1.94538
H: -1.87582 1.55903 4.13982
H: -2.02810 -0.02862 3.39135
H: 2.29661 0.32090 4.40106
H: 2.30160 -1.35920 3.89710
N: 0.91617 1.36986 -2.91397
C: 0.87460 0.44926 -3.93549
C: 1.11819 0.82635 -5.25605
C: 1.00498 -0.09001 -6.29247
C: 0.65746 -1.40522 -6.02241
C: 0.43248 -1.79040 -4.70443
C: 0.53174 -0.87814 -3.66452
S: 0.18837 -1.41622 -2.02830
N: 0.66721 -0.12604 -1.01296
C: 0.96693 1.07408 -1.53321
C: 1.30238 2.08139 -0.62593
C: 1.99054 3.27676 -0.97152
C: 2.35590 4.14994 0.00539
C: 2.04200 3.85597 1.35184
C: 1.36657 2.69966 1.62103
N: 0.95761 1.82100 0.67953
H: 1.15054 2.30972 -3.16802
H: 1.39183 1.85525 -5.46767
H: 1.19504 0.22755 -7.31078
H: 0.56611 -2.12907 -6.82319
H: 0.16463 -2.81756 -4.47377
H: 2.28925 3.46736 -1.99454
H: 2.90987 5.04721 -0.24561
H: 2.33414 4.51231 2.15958
H: 1.12295 2.44772 2.64906
C: -5.29975 -1.03567 -0.35401
C: -4.13633 -1.88355 -0.88052
C: -2.99191 -1.92557 0.08045
N: -2.01290 -1.10909 0.04809
N: -1.05762 -1.33829 1.03504
C: -1.40633 -2.30930 1.84449
N: -0.75399 -2.62919 2.98543
S: -2.89401 -3.06029 1.40492
H: -6.14030 -1.05251 -1.04942
H: -4.97738 -0.00259 -0.22372
H: -5.64805 -1.40627 0.61255
H: -3.75025 -1.46141 -1.80831
H: -4.47643 -2.90008 -1.08879
H: 0.01913 -1.97368 3.15234
H: -0.52965 -3.60484 3.09760
F: 2.50556 -2.40569 -0.12321
C: 1.60532 -2.32344 0.93551
F: 0.76977 -3.47045 0.70730
H: 2.20093 -2.62514 1.80498

DFT total energy in a.u.: -3418.0117
Charge: -1
Frontier orbital gap (alpha / beta) in eV: 4.8 / 4.8
ΔE to the lowest compared entry with this formula, charge and spin in eV: 1.788
E_HOMO (alpha / beta) in eV: -2.625 / -2.640
2S+1: 2

ORCA calculation (ωB97M-V with the def2-TZVPD basis set) on a molecular structure, C21H23IN5O2S4SbW.

CARTESIAN COORDINATES (ANGSTROEM)
W: -1.26157 -1.15029 -0.46560
C: -1.25981 1.25797 3.26646
C: -1.08269 2.57751 2.80003
C: -1.11225 2.82449 1.46022
C: -1.28848 1.74660 0.56347
N: -1.29174 0.44853 1.02444
C: -1.34402 0.24195 2.35478
C: -1.55730 1.88545 -0.80805
C: -1.63405 3.11396 -1.50757
C: -2.06103 3.12550 -2.80025
C: -2.44302 1.90452 -3.42186
C: -2.28313 0.73817 -2.73128
N: -1.80152 0.69699 -1.46782
H: -1.28451 1.02039 4.32023
H: -0.93974 3.39546 3.49449
H: -1.00536 3.83341 1.06838
H: -1.46520 -0.77977 2.67060
H: -1.31619 4.02467 -1.01404
H: -2.10636 4.05986 -3.34570
H: -2.83161 1.87497 -4.42960
H: -2.53725 -0.21699 -3.17054
S: -0.08089 -6.46886 -0.34658
Sb: -0.98681 -5.17174 -1.99155
S: 0.75229 -3.39897 -2.37901
S: -0.49859 -1.77581 -2.74651
S: -1.53702 -6.10461 -3.98484
C: 3.44923 2.00660 -0.41960
C: 2.68283 1.41925 -1.60385
C: 3.53718 0.38825 -2.36622
C: 2.18798 2.51764 -2.55303
C: 1.52085 0.67465 -1.11476
N: 0.63433 0.05126 -0.75977
H: 4.36174 2.46924 -0.80348
H: 3.72715 1.22907 0.29365
H: 2.86377 2.77596 0.08186
H: 4.41517 0.89473 -2.77066
H: 2.97058 -0.05580 -3.18561
H: 3.86516 -0.41404 -1.70456
H: 3.05112 2.91234 -3.09517
H: 1.72823 3.33461 -1.99881
H: 1.47716 2.11879 -3.27874
C: 0.31995 -2.22903 0.70904
H: 0.37226 -3.21435 0.23430
H: 1.27799 -1.74721 0.56305
I: 1.16336 5.72502 0.15005
C: 1.03260 -1.71818 2.96903
C: 0.83466 -2.01802 4.34000
C: -0.05771 -2.95701 4.80343
C: -0.81096 -3.69312 3.88472
C: -0.63869 -3.42536 2.55605
N: 0.22645 -2.46250 2.15313
H: 1.43005 -1.46245 5.05702
H: -0.17194 -3.14091 5.86730
H: -1.50421 -4.46471 4.18717
H: -1.15592 -3.96872 1.77844
O: -2.95915 -1.83478 -1.23147
N: -3.18265 -1.29842 0.01361
O: -2.39067 -2.11615 0.83153

DFT total energy in a.u.: -3436.1119
Charge: -2
Frontier orbital gap (alpha / beta) in eV: 5.0 / 6.0
ΔE to the lowest compared entry with this formula, charge and spin in eV: 2.780
E_HOMO (alpha / beta) in eV: -1.256 / -2.907
2S+1: 3